# C29H32BrN2O8PS2Sc

A molecular structure, C29H32BrN2O8PS2Sc (the ωB97M-V functional and the def2-TZVPD basis, the Open Molecules 2025 dataset).

Geometry as XYZ:
```
76
Properties=species:S:1:pos:R:3:forces:R:3
Sc 0.82849 0.85226 1.38277 0.000 0.028 0.511
N 2.48586 0.54199 3.13975 -0.175 -0.015 -0.052
C 3.78336 1.22363 3.20544 0.097 0.040 0.025
C 4.22956 1.71453 1.82899 0.017 0.006 0.037
C 3.28202 2.81091 1.35704 0.048 -0.126 0.001
O 3.62852 3.97475 1.31900 0.015 0.013 0.007
O 2.08849 2.37776 1.07502 -0.203 0.017 -0.184
H 2.00623 0.53970 4.03074 0.020 -0.002 0.007
H 2.58469 -0.42840 2.85542 0.074 -0.014 0.073
H 4.55545 0.57563 3.63393 -0.033 -0.005 -0.002
H 3.68191 2.08376 3.87141 -0.005 -0.004 -0.013
H 4.22000 0.88316 1.11884 -0.016 0.001 -0.003
H 5.24123 2.11243 1.89683 -0.018 0.026 -0.018
O -0.06273 -0.72760 0.18119 0.029 -0.002 -0.057
C 0.98251 -1.43694 0.25048 -0.076 0.045 -0.078
O 1.94745 -1.11882 0.97370 0.099 -0.002 -0.157
C 1.03326 -2.67967 -0.61632 0.038 0.029 0.063
N -0.15710 -2.62823 -1.52448 -0.039 0.122 -0.154
C -0.94885 -3.87418 -1.33295 0.024 -0.009 -0.083
C -0.62022 -4.27718 0.09560 -0.021 -0.037 0.021
C 0.87441 -3.97240 0.19622 0.032 0.007 0.014
H 1.93340 -2.63057 -1.22822 0.017 0.014 0.045
H 0.16426 -2.45134 -2.52245 -0.024 -0.038 0.131
H -0.69081 -1.79746 -1.21588 0.038 -0.002 -0.043
H -0.58501 -4.60819 -2.05382 -0.010 0.008 0.007
H -1.99734 -3.66812 -1.53612 -0.008 -0.001 0.039
H -0.85754 -5.32197 0.29185 0.005 -0.002 -0.007
H -1.16588 -3.65987 0.81138 0.015 0.009 -0.017
H 1.47034 -4.76908 -0.25210 -0.007 -0.005 -0.003
H 1.19324 -3.81913 1.22484 0.009 -0.006 -0.002
Br -3.45294 -2.77220 2.50851 -0.005 0.003 0.010
C -2.97710 -1.86944 4.11016 -0.002 -0.002 0.035
C -3.93222 -1.83522 5.11616 -0.003 -0.013 -0.025
C -3.66775 -1.15912 6.29568 -0.016 -0.007 -0.001
C -2.45942 -0.49723 6.45581 0.016 -0.006 -0.010
C -1.52575 -0.52316 5.43444 0.007 0.017 -0.006
C -1.75617 -1.22322 4.25248 -0.091 0.038 -0.089
C -0.65579 -1.25597 3.21010 0.174 -0.117 0.272
O -0.33014 -2.33193 2.72392 -0.076 0.018 -0.130
O -0.09369 -0.12036 3.01744 -0.038 0.117 -0.146
H -4.88033 -2.33194 4.96395 -0.005 -0.001 0.011
H -4.41415 -1.14084 7.07927 0.000 0.007 0.005
H -2.24843 0.04667 7.36733 -0.009 0.001 0.004
H -0.59062 0.01317 5.53211 -0.003 -0.008 -0.001
S 1.23027 -1.84253 -4.24184 -0.081 0.053 0.111
P 1.05285 0.04701 -3.52760 0.153 -0.171 -0.099
S 2.19715 0.57506 -1.99993 -0.104 -0.003 -0.053
C -0.71570 0.33009 -3.15196 -0.055 -0.065 -0.037
C -1.68969 -0.13213 -4.04033 -0.016 -0.067 -0.002
C -3.03032 0.06868 -3.76385 -0.063 0.004 0.032
C -3.41742 0.72258 -2.59535 -0.005 -0.003 0.013
C -2.45946 1.19089 -1.71131 0.079 -0.030 -0.031
C -1.11201 0.99876 -2.00409 -0.010 0.177 0.046
C 1.31069 1.19090 -4.93061 0.036 0.088 0.061
C 1.69614 0.76169 -6.19172 -0.024 -0.019 -0.032
C 1.88336 1.68360 -7.21552 0.001 -0.019 0.008
C 1.68252 3.03470 -6.98290 0.007 -0.004 -0.007
C 1.29794 3.46860 -5.71935 -0.006 0.005 -0.006
C 1.11732 2.55195 -4.69823 0.010 0.009 0.010
H -1.39208 -0.66316 -4.93681 0.034 0.008 0.011
H -3.78088 -0.29154 -4.45724 -0.007 0.001 -0.005
H -4.46913 0.86463 -2.37844 -0.008 0.003 -0.002
H -2.72264 1.69802 -0.79013 -0.046 0.015 -0.018
H -0.36763 1.38768 -1.32455 0.008 -0.019 -0.044
H 1.84568 -0.29567 -6.36896 -0.004 -0.006 0.022
H 2.18717 1.33858 -8.19627 0.002 0.012 -0.008
H 1.82832 3.75070 -7.78239 -0.002 0.009 0.000
H 1.14384 4.52286 -5.52726 0.002 0.007 -0.008
H 0.83622 2.89032 -3.70766 0.005 -0.003 0.008
C -0.92089 3.28976 3.08797 -0.013 -0.021 0.062
C -1.56880 2.78365 1.81140 -0.058 0.002 -0.089
O -2.69242 3.12005 1.48457 0.002 0.043 0.017
O -0.83270 1.95767 1.12449 0.282 -0.168 0.050
H -1.46978 4.13546 3.49467 -0.012 -0.003 -0.013
H 0.11833 3.56746 2.90021 -0.010 0.023 -0.023
H -0.93097 2.47307 3.81553 0.012 0.000 -0.009
```
Forces are in eV/Å.

Its largest force on an atom is 0.51 eV Å⁻¹. As for the multiplicity: 1. The calculation puts the energy relative to the best compared isomer or geometry (same formula, charge and spin) at 10.30 kcal/mol. As for the electronic energy: -171667.8441 eV. Its gap between HOMO and LUMO is 7.565 eV. As for the total charge: -1.

Atomic charges from the Mulliken analysis, expressed in e, are listed below:
1. Sc 0.291
2. N -0.128
3. C -0.783
4. C -0.304
5. C 0.409
6. O -0.694
7. O -0.577
8. H 0.098
9. H 0.224
10. H 0.377
11. H 0.344
12. H 0.171
13. H 0.368
14. O -0.790
15. C 1.190
16. O -0.651
17. C 0.436
18. N 0.617
19. C -0.611
20. C -0.027
21. C -1.033
22. H 0.374
23. H -0.531
24. H 0.047
25. H 0.314
26. H 0.446
27. H 0.504
28. H -0.323
29. H 0.435
30. H 0.431
31. Br -0.188
32. C 0.178
33. C -0.585
34. C -0.492
35. C -0.710
36. C -0.218
37. C 0.515
38. C 0.509
39. O -0.594
40. O -0.214
41. H 0.403
42. H 0.358
43. H 0.378
44. H 0.301
45. S -0.639
46. P 1.226
47. S -0.518
48. C -0.198
49. C -0.547
50. C -0.678
51. C -0.549
52. C -0.510
53. C 0.000
54. C 0.413
55. C -0.371
56. C -0.547
57. C -0.391
58. C -0.649
59. C -0.594
60. H 0.402
61. H 0.381
62. H 0.423
63. H 0.432
64. H 0.447
65. H 0.308
66. H 0.373
67. H 0.353
68. H 0.380
69. H 0.352
70. C -0.908
71. C 0.676
72. O -0.671
73. O -0.299
74. H 0.400
75. H 0.190
76. H 0.050